{
  "formula": "C22H32BN2O6",
  "method": "ωB97M-V/def2-TZVPD",
  "elements": ["N", "C", "C", "C", "C", "C", "C", "C", "C", "C", "N", "C", "O", "B", "O", "H", "H", "H", "H", "H", "H", "H", "H", "H", "H", "H", "H", "H", "H", "H", "H", "H", "H", "H", "H", "H", "H", "H", "H", "C", "C", "C", "O", "C", "C", "C", "O", "H", "H", "H", "H", "C", "C", "C", "O", "C", "C", "C", "O", "H", "H", "H", "H"],
  "xyz": [[0.65622, -3.80931, -1.44891], [0.92411, -3.55989, -0.01444], [-0.36519, -3.50283, 0.77712], [-1.33676, -2.43843, 0.28480], [-0.82161, -0.99264, 0.36155], [-0.09421, -0.61517, 1.65973], [1.19746, 0.15723, 1.38822], [1.02917, 1.33753, 0.41268], [1.99325, 1.31065, -0.78846], [3.21623, 2.21776, -0.58743], [4.49059, 1.47969, -0.68791], [1.72928, 0.73582, 2.75378], [2.79045, -0.04148, 3.22616], [3.00268, -1.14173, 2.24589], [2.20581, -0.73990, 1.05943], [1.39533, -4.38967, -1.82649], [0.69101, -2.94302, -1.97567], [1.56204, -2.69698, 0.16652], [1.47494, -4.42584, 0.34707], [-0.86525, -4.46699, 0.65373], [-0.16418, -3.41961, 1.83996], [-2.31392, -2.56681, 0.74953], [-1.50123, -2.65620, -0.77126], [-0.22580, -0.76958, -0.52041], [-1.69830, -0.35120, 0.27167], [0.20737, -1.46499, 2.26467], [-0.72595, 0.00299, 2.29205], [1.15993, 2.27155, 0.94477], [0.01628, 1.37665, 0.01102], [1.43996, 1.63978, -1.65720], [2.33467, 0.30246, -1.00079], [3.20482, 2.96716, -1.39089], [3.17377, 2.75819, 0.35109], [4.41927, 0.75924, -1.39547], [5.21251, 2.13251, -0.97083], [0.95689, 0.85343, 3.53484], [2.14401, 1.75092, 2.64372], [2.43245, -2.17168, 2.72545], [4.15730, -1.46780, 2.03195], [-1.29682, 1.98021, -5.70691], [-0.53345, 1.45978, -4.74916], [0.94668, 1.55953, -4.80642], [1.63943, 1.08499, -3.93532], [1.54150, 2.26403, -5.97047], [0.77672, 2.78330, -6.92724], [-0.70243, 2.68251, -6.86992], [-1.39881, 3.15863, -7.74303], [-2.37733, 1.91845, -5.68514], [-0.94623, 0.94436, -3.89078], [2.62207, 2.32690, -5.99134], [1.18956, 3.29960, -7.78462], [-3.38716, -0.95455, 3.65274], [-3.97876, -1.16001, 4.82711], [-4.85116, -0.13022, 5.44024], [-5.39260, -0.31474, 6.51141], [-5.04056, 1.14020, 4.69623], [-4.44969, 1.34794, 3.52284], [-3.57858, 0.31463, 2.90785], [-3.03963, 0.49486, 1.83951], [-2.74229, -1.68989, 3.18687], [-3.85220, -2.07754, 5.38716], [-5.68086, 1.87810, 5.16293], [-4.57280, 2.26712, 2.96419]],
  "mulliken_charge": [-0.686, -0.217, -0.810, -1.481, -0.117, -1.044, 2.011, -2.275, 0.397, -0.701, -0.551, -0.586, -0.666, 1.151, -1.243, 0.245, 0.241, 0.039, 0.467, 0.511, 0.347, 0.351, 0.609, 0.260, 0.295, 0.218, 0.025, 0.812, 0.294, -0.116, 0.351, 0.350, 0.294, 0.215, 0.217, 0.187, 0.267, -0.331, -0.314, -0.372, -0.293, 0.330, -0.480, -0.352, -0.372, 0.361, -0.568, 0.410, 0.519, 0.428, 0.387, 0.054, -0.468, 0.325, -0.574, -0.425, -0.436, 0.309, -0.453, 0.407, 0.434, 0.386, 0.421],
  "total_energy_ev": -39273.6190,
  "e_lumo_ev": 0.067,
  "orbital_gap_ev": 3.4,
  "charge": -1
}



{
  "formula": "C22H32Br2CaN3OSe2",
  "method": "ωB97M-V/def2-TZVPD",
  "elements": ["Ca", "Br", "C", "C", "C", "N", "C", "C", "C", "C", "C", "Br", "C", "C", "N", "H", "H", "H", "H", "H", "H", "N", "C", "O", "C", "C", "H", "H", "H", "H", "H", "H", "C", "Se", "C", "C", "Se", "C", "H", "H", "H", "H", "H", "H", "H", "H", "H", "H", "C", "C", "C", "C", "C", "H", "H", "H", "H", "H", "H", "H", "H", "H", "H"],
  "xyz": [[0.52580, 0.80844, -0.04989], [6.15695, 4.22097, 2.04912], [4.67941, 3.17566, 1.42198], [4.33241, 3.27560, 0.03139], [3.22582, 2.56237, -0.34632], [2.47536, 1.78194, 0.44184], [2.84625, 1.64856, 1.81464], [3.99482, 2.41031, 2.28485], [2.08249, 0.84635, 2.62639], [2.43741, 0.51717, 4.00109], [1.64146, -0.28976, 4.71664], [2.13368, -0.76537, 6.50611], [0.42189, -0.84003, 4.18928], [0.14399, -0.50075, 2.89192], [0.88550, 0.28207, 2.09500], [4.89294, 3.88894, -0.65612], [2.90405, 2.61802, -1.38762], [4.27503, 2.38317, 3.32763], [3.35103, 0.90350, 4.42854], [-0.21391, -1.48771, 4.77270], [-0.76365, -0.89450, 2.43277], [1.06687, 1.27457, -3.98592], [0.38121, 0.86086, -2.90208], [0.86500, -0.01842, -2.16641], [-0.93664, 1.53015, -2.62733], [-0.79483, 2.35323, -1.31353], [2.00768, 0.94111, -4.11696], [0.74991, 2.06204, -4.52085], [-1.67801, 0.74424, -2.47055], [-1.26003, 2.12480, -3.49511], [-1.80903, 2.62738, -0.99931], [-0.30798, 3.30219, -1.58024], [-2.75242, -2.12256, -2.59431], [-1.51284, -1.63066, -0.98158], [-2.99363, -2.07394, 0.21837], [-4.06064, -0.99529, 0.19979], [-3.40953, 0.70252, 0.93208], [-3.76947, 0.28820, 2.80030], [-3.41229, -2.94119, -2.31762], [-2.09045, -2.41186, -3.40794], [-3.31466, -1.23232, -2.86882], [-2.52972, -2.15778, 1.20086], [-3.41662, -3.03592, -0.07050], [-4.93050, -1.29148, 0.78560], [-4.38979, -0.78248, -0.81668], [-4.84268, 0.23426, 2.96908], [-3.33996, 1.09222, 3.39229], [-3.28949, -0.64964, 3.07138], [-1.18602, -4.81127, -0.18454], [0.09810, -3.99660, -0.02395], [0.70121, -4.25575, 1.36662], [1.10858, -4.43213, -1.09347], [-0.15046, -2.49833, -0.11220], [-0.95917, -5.87794, -0.24297], [-1.70750, -4.51698, -1.10001], [-1.85483, -4.65065, 0.66313], [1.01338, -5.30033, 1.46069], [-0.02695, -4.03685, 2.14848], [1.57047, -3.61728, 1.53354], [1.35630, -5.49325, -0.99494], [2.03105, -3.85654, -0.99870], [0.70045, -4.25520, -2.09192], [0.74456, -1.99084, -0.48462]],
  "mulliken_charge": [2.068, -0.287, 0.206, -1.110, -0.054, -0.639, 0.684, -1.116, 0.471, -0.945, 0.024, -0.292, -1.117, 0.269, -0.340, 0.370, 0.300, 0.292, 0.308, 0.408, 0.261, -0.392, 0.700, -0.787, 0.353, -1.648, 0.264, 0.216, -0.521, 0.529, 0.315, 0.226, -1.646, 0.707, -0.928, -1.147, 0.124, -1.008, 0.466, 0.417, 0.400, 0.547, 0.540, 0.521, 0.325, 0.325, 0.363, 0.274, -1.807, 2.309, -1.795, -1.842, -1.005, 0.485, 0.276, 0.296, 0.428, 0.366, 0.369, 0.464, 0.419, 0.332, 0.407],
  "total_energy_ev": -319065.9845,
  "e_lumo_ev": 1.826,
  "orbital_gap_ev": 3.1,
  "charge": -1,
  "relative_energy_kcal_mol": 93.0
}



{
  "formula": "C22H32Br4O3SeSi3Zn",
  "method": "ωB97M-V/def2-TZVPD",
  "elements": ["Zn", "Br", "C", "C", "Br", "C", "Br", "C", "O", "C", "O", "C", "Br", "C", "O", "Si", "C", "C", "C", "Si", "C", "C", "C", "Si", "C", "C", "C", "H", "H", "H", "H", "H", "H", "H", "H", "H", "H", "H", "H", "H", "H", "H", "H", "H", "H", "H", "H", "H", "H", "H", "H", "H", "H", "H", "Se", "C", "C", "C", "C", "C", "C", "H", "H", "H", "H", "H"],
  "xyz": [[-0.46685, -0.60198, 0.00748], [3.65422, -6.08728, -0.70695], [2.36120, -4.73736, -1.04527], [1.48161, -4.85671, -2.10504], [1.60661, -6.31526, -3.31369], [0.49467, -3.86864, -2.29211], [-0.74251, -3.95179, -3.73144], [0.35549, -2.77490, -1.43989], [-0.56083, -1.86360, -1.57751], [1.32428, -2.61315, -0.37137], [1.26357, -1.54390, 0.36232], [2.27282, -3.61865, -0.19453], [3.49448, -3.35940, 1.23539], [0.76986, 1.32223, 2.91207], [0.33889, 1.28795, 1.57286], [-0.92377, 2.13710, 0.86855], [-2.41200, 2.06244, 2.00539], [-0.39376, 3.94943, 0.86752], [-1.13597, 1.27060, -0.72061], [0.17056, 1.73612, -1.93781], [1.88525, 1.71835, -1.14998], [0.33823, 0.66215, -3.47549], [-0.08425, 3.48721, -2.63786], [-2.84212, 1.04094, -1.36737], [-3.91314, -0.07827, -0.30501], [-2.90714, 0.27657, -3.08543], [-3.79885, 2.67853, -1.50245], [1.22296, 2.29185, 3.15675], [1.51236, 0.53564, 3.04459], [-0.05873, 1.12449, 3.59930], [-2.25399, 2.65333, 2.91382], [-2.56809, 1.01912, 2.29351], [-3.32263, 2.42420, 1.51862], [-0.29109, 4.30913, 1.89649], [-1.14523, 4.57059, 0.36769], [0.56023, 4.10084, 0.35657], [2.07725, 0.74326, -0.68832], [1.98932, 2.47125, -0.36354], [2.65427, 1.89991, -1.90813], [0.25277, -0.39948, -3.22504], [1.31972, 0.83834, -3.92730], [-0.42409, 0.89292, -4.22179], [-0.06407, 4.25450, -1.85951], [-1.05271, 3.55235, -3.14661], [0.69697, 3.71946, -3.37070], [-3.37905, -1.00258, -0.06536], [-4.82356, -0.35272, -0.84934], [-4.21136, 0.37814, 0.64296], [-2.26187, -0.60760, -3.12092], [-2.59471, 0.96700, -3.87356], [-3.93343, -0.04010, -3.29930], [-3.83824, 3.20143, -0.54136], [-4.82863, 2.47606, -1.81947], [-3.34342, 3.35527, -2.23331], [-1.40051, -1.77251, 2.21546], [-3.28709, -2.03784, 2.37455], [-4.08614, -1.23886, 3.19883], [-5.45336, -1.46061, 3.31471], [-6.06439, -2.49075, 2.61028], [-5.28178, -3.30163, 1.79545], [-3.91542, -3.08085, 1.68294], [-3.62346, -0.43366, 3.75672], [-6.04716, -0.82196, 3.96071], [-7.13405, -2.65041, 2.68562], [-5.73887, -4.11376, 1.23950], [-3.31013, -3.71082, 1.04202]],
  "mulliken_charge": [2.066, -0.244, 0.069, 0.355, -0.239, -0.164, -0.221, 0.111, -0.690, -0.237, -0.824, 0.082, -0.212, -1.047, -0.030, -0.047, -0.669, -1.211, 0.552, 0.326, -0.972, -0.945, -1.221, 0.359, -0.683, -1.132, -1.117, 0.262, 0.242, 0.323, 0.356, -0.328, 0.313, 0.318, 0.291, 0.308, 0.190, 0.177, 0.420, 0.070, 0.398, 0.284, 0.264, 0.251, 0.356, -0.159, 0.485, 0.213, 0.241, 0.203, 0.415, 0.249, 0.342, 0.238, -0.367, -0.211, -0.176, -0.538, -0.389, -0.538, -0.268, 0.322, 0.335, 0.348, 0.347, 0.397],
  "total_energy_ev": -447051.1117,
  "e_lumo_ev": 4.181,
  "orbital_gap_ev": 5.8,
  "charge": -2
}